Below is a structure of composition C4H6NiO3 at a distorted geometry, with properties calculated with ωB97M-V/def2-TZVPD.

```
14
C4H6NiO3 (ωB97M-V/def2-TZVPD)
H -2.61203 0.55037 1.54255
O -0.48226 0.66323 0.18539
C 0.56138 -0.16042 -0.08635
O 0.57912 -1.33853 0.22320
Ni -0.95934 -2.29236 1.05113
O 1.48779 0.51306 -0.66477
C 2.83452 0.00256 -0.64506
H 3.08847 -0.32188 0.36976
H 2.91488 -0.83166 -1.35030
H 3.46267 0.84005 -0.95531
C -1.62989 0.08329 0.57047
C -2.81508 0.70742 0.18258
H -2.74417 1.53551 -0.52866
H -3.68605 0.04936 0.10535
```

Net charge: +1
Kohn-Sham gap (alpha / beta): 0.2638 / 0.3354 Eh
Energy relative to the best compared isomer or geometry (same formula, charge and spin): 3.2 kcal per mole
2S+1: 4
F_max: 2.80 eV Å⁻¹
HOMO (alpha / beta): -11.44 / -14.93 eV
E_LUMO (alpha / beta): -4.27 / -5.81 eV

Below is a cluster of 2 separate species, C4H6O in total at a distorted geometry, with properties calculated with ωB97M-V/def2-TZVPD.

```
11
C4H6O (ωB97M-V/def2-TZVPD)
C 1.17743 -1.18919 -0.15430
C 0.09458 -1.24046 -0.87629
C -0.09976 -1.01030 0.58957
H 2.23501 -1.17254 -0.06669
H -0.42073 -1.40756 -1.78625
H -0.48097 -1.79579 1.23206
H -0.38540 -0.00691 0.92288
C -0.42018 1.70943 -0.49019
O 0.04042 1.08469 -1.40765
H -1.50101 1.79482 -0.30627
H 0.20932 2.26973 0.21935
```

SMILES string: C1=CC1.C=O
Kohn-Sham gap: 0.3733 Eh
Energy relative to the best compared isomer or geometry (same formula, charge and spin): 74.6 kcal per mole
F_max: 1.77 eV Å⁻¹
HOMO: -9.22 eV
E_LUMO: 0.94 eV

Below is an isolated molecule of C4H6O at a distorted geometry, with properties calculated with ωB97M-V/def2-TZVPD.

```
11
C4H6O (ωB97M-V/def2-TZVPD)
C 0.04674 1.57861 1.40829
C -0.29457 0.92579 0.29900
C 0.44940 -0.17215 -0.29685
C -0.08114 -0.94638 -1.24045
O 0.36033 -2.21857 -1.57520
H -0.66309 2.28299 1.81893
H 0.98907 1.44288 1.91970
H -1.26794 1.16301 -0.11696
H 1.32554 -0.56982 0.21143
H -1.07018 -0.73100 -1.63531
H 0.20585 -2.75537 -0.79257
```

SMILES string: C=C/C=C/O
Kohn-Sham gap: 0.3556 Eh
Energy relative to the best compared isomer or geometry (same formula, charge and spin): 20.3 kcal per mole
F_max: 1.03 eV Å⁻¹
HOMO: -8.76 eV
E_LUMO: 0.92 eV

Below is an isolated molecule of C4H6O, with properties calculated with ωB97M-V/def2-TZVPD.

```
11
C4H6O (ωB97M-V/def2-TZVPD)
O -2.35267 0.04237 -0.14077
C -1.15336 0.01677 -0.09357
C -0.07159 1.09634 -0.14659
C 0.97495 -0.00386 0.16942
C -0.12022 -1.09793 0.08424
H 0.01706 1.54895 -1.13995
H -0.19572 1.89220 0.59258
H 1.45544 0.10018 1.14417
H 1.75472 -0.11275 -0.58542
H -0.28965 -1.77162 0.93103
H -0.01897 -1.71064 -0.81514
```

SMILES string: O=C1CCC1
Kohn-Sham gap: 0.3896 Eh
Energy relative to the best compared isomer or geometry (same formula, charge and spin): 1.4 kcal per mole
F_max: 0.57 eV Å⁻¹
HOMO: -9.56 eV
E_LUMO: 1.04 eV

Below is an isolated molecule of C4H6O, with properties calculated with ωB97M-V/def2-TZVPD.

```
11
C4H6O (ωB97M-V/def2-TZVPD)
C 0.04185 -2.86896 -0.20937
C -0.16563 -1.70490 0.01045
C -0.44948 -0.28922 0.26071
O 0.72982 0.46153 0.09973
C 0.46282 1.82495 -0.10312
H 0.24573 -3.89805 -0.40615
H -0.85510 -0.16325 1.27831
H -1.22923 0.05101 -0.44167
H -0.06602 1.99024 -1.05383
H 1.42525 2.33726 -0.14386
H -0.14001 2.25938 0.70881
```

SMILES string: C#CCOC
Kohn-Sham gap: 0.4020 Eh
Energy relative to the best compared isomer or geometry (same formula, charge and spin): 43.9 kcal per mole
F_max: 0.50 eV Å⁻¹
HOMO: -9.92 eV
E_LUMO: 1.02 eV

Below is a structure of composition C4H6O at a distorted geometry, with properties calculated with ωB97M-V/def2-TZVPD.

```
11
C4H6O (ωB97M-V/def2-TZVPD)
C -1.22449 -0.46288 -0.27972
C -0.01413 -0.05571 0.70607
C 1.27956 -0.18512 -0.11707
O 0.76488 0.70053 -1.13843
C -0.43477 0.78878 -0.40822
H -2.21117 -0.29540 0.14155
H -0.75045 -1.41355 -0.11204
H -0.12470 0.01063 1.77202
H 1.59542 -1.14364 -0.55486
H 2.11972 0.28043 0.40759
H -0.92616 1.74382 -0.26957
```

Kohn-Sham gap: 0.3735 Eh
Energy relative to the best compared isomer or geometry (same formula, charge and spin): 73.3 kcal per mole
F_max: 2.51 eV Å⁻¹
HOMO: -9.03 eV
E_LUMO: 1.13 eV

Below is an isolated molecule of C4H6O at a distorted geometry, with properties calculated with ωB97M-V/def2-TZVPD.

```
11
C4H6O (ωB97M-V/def2-TZVPD)
C -0.41367 1.04908 -0.24318
C 0.89874 0.68124 -0.15323
C 1.02215 -0.79575 0.00234
O -0.22303 -1.31257 -0.24000
C -1.33972 -0.29309 0.02486
H -0.75932 1.95633 0.03160
H 1.71103 1.40847 0.19214
H 1.37416 -0.83827 0.98635
H 1.95919 -1.09719 -0.71120
H -2.12277 -0.38062 -0.80076
H -2.10676 -0.37762 0.91109
```

SMILES string: C1=CCOC1
Kohn-Sham gap: 0.3768 Eh
Energy relative to the best compared isomer or geometry (same formula, charge and spin): 55.1 kcal per mole
F_max: 5.61 eV Å⁻¹
HOMO: -9.17 eV
E_LUMO: 1.08 eV

Below is an isolated molecule of C4H6O, with properties calculated with ωB97M-V/def2-TZVPD.

```
11
C4H6O (ωB97M-V/def2-TZVPD)
O -1.99958 0.02065 -0.01913
C -0.79498 -0.04703 -0.11952
C 0.07047 1.21378 -0.09621
C 1.38124 1.26500 0.56595
C -0.08750 -1.38333 -0.27283
H 0.05886 1.71628 -1.07431
H -0.42154 1.96185 0.57043
H 1.40894 0.40304 1.27412
H 0.97904 -1.27967 -0.49229
H -0.20134 -1.96202 0.65068
H -0.56971 -1.95416 -1.07135
```

Kohn-Sham gap: 0.3061 Eh
Energy relative to the best compared isomer or geometry (same formula, charge and spin): 79.9 kcal per mole
F_max: 0.47 eV Å⁻¹
HOMO: -8.95 eV
E_LUMO: -0.62 eV

Below is an isolated molecule of C4H6O, with properties calculated with ωB97M-V/def2-TZVPD.

```
11
C4H6O (ωB97M-V/def2-TZVPD)
C 2.53674 0.69481 -0.80334
C 1.58614 0.14872 -0.30601
C 0.44848 -0.54468 0.31644
O -0.52294 0.36850 0.77875
C -1.80098 0.16338 0.22766
H 3.37955 1.18740 -1.23743
H 0.81264 -1.14084 1.16402
H 0.01514 -1.24513 -0.41157
H -1.79689 0.25825 -0.86852
H -2.45148 0.93466 0.64622
H -2.20639 -0.82507 0.49377
```

SMILES string: C#CCOC
Kohn-Sham gap: 0.4025 Eh
Energy relative to the best compared isomer or geometry (same formula, charge and spin): 45.3 kcal per mole
F_max: 0.52 eV Å⁻¹
HOMO: -9.91 eV
E_LUMO: 1.04 eV

Below is a structure of composition C4H6O, with properties calculated with ωB97M-V/def2-TZVPD.

```
11
C4H6O (ωB97M-V/def2-TZVPD)
O 1.67553 -0.08701 -1.34224
C 0.99475 -0.11811 -0.35480
C -0.22219 -0.97746 0.08463
C -0.15465 -0.08893 1.31562
C 0.90857 0.63479 0.93226
H -1.10771 -0.86778 -0.54772
H -0.00479 -2.03987 0.23165
H -0.76620 -0.06272 2.21128
H -1.74732 0.97396 -2.01710
H 1.46939 1.44821 1.37936
H -1.04537 1.18491 -1.89294
```

Kohn-Sham gap: 0.3809 Eh
Energy relative to the best compared isomer or geometry (same formula, charge and spin): 40.9 kcal per mole
F_max: 0.47 eV Å⁻¹
HOMO: -9.75 eV
E_LUMO: 0.61 eV

Q: Which value of F_max does entry 4 give?
A: 0.57 eV Å⁻¹

Please write out number 2 again, unchanged.
Below is a cluster of 2 separate species, C4H6O in total at a distorted geometry, with properties calculated with ωB97M-V/def2-TZVPD.

```
11
C4H6O (ωB97M-V/def2-TZVPD)
C 1.17743 -1.18919 -0.15430
C 0.09458 -1.24046 -0.87629
C -0.09976 -1.01030 0.58957
H 2.23501 -1.17254 -0.06669
H -0.42073 -1.40756 -1.78625
H -0.48097 -1.79579 1.23206
H -0.38540 -0.00691 0.92288
C -0.42018 1.70943 -0.49019
O 0.04042 1.08469 -1.40765
H -1.50101 1.79482 -0.30627
H 0.20932 2.26973 0.21935
```

SMILES string: C1=CC1.C=O
Kohn-Sham gap: 0.3733 Eh
Energy relative to the best compared isomer or geometry (same formula, charge and spin): 74.6 kcal per mole
F_max: 1.77 eV Å⁻¹
HOMO: -9.22 eV
E_LUMO: 0.94 eV